No. 1
{"formula": "C15H30ClFN3O2PS", "method": "the ωB97M-V functional and the def2-TZVPD basis", "symbols": ["C", "C", "F", "C", "N", "C", "N", "N", "C", "C", "C", "C", "O", "P", "S", "C", "C", "C", "C", "Cl", "H", "H", "H", "H", "H", "H", "H", "H", "H", "H", "H", "H", "H", "H", "H", "H", "H", "H", "H", "H", "H", "H", "H", "C", "C", "C", "O", "H", "H", "H", "H", "H", "H", "H"], "xyz": [[4.33415, 1.39716, 0.04429], [3.63768, 0.86400, 1.27640], [3.95433, -0.47239, 1.47878], [2.10562, 1.04483, 1.34361], [1.89376, 2.24923, 2.20189], [0.82267, 3.01554, 2.02981], [0.81806, 4.27778, 2.47453], [-0.31105, 2.56793, 1.42912], [-0.16985, 1.57047, 0.30816], [-0.77306, 2.25543, -0.93016], [-2.28917, 2.32715, -0.90630], [-2.95637, 3.61691, -0.77197], [-2.94145, 2.60427, 0.30230], [-1.16074, 0.05645, 0.79250], [-1.91310, -1.00978, -0.60578], [1.33267, 1.25878, 0.04029], [1.49062, 0.17134, -1.06962], [2.18746, -1.17817, -0.82440], [1.62078, -2.08758, 0.25299], [2.13978, -3.77141, -0.04888], [3.93841, 0.99670, -0.88322], [4.31257, 2.48791, 0.03768], [5.38097, 1.10384, 0.10621], [4.06085, 1.39021, 2.14029], [1.70780, 0.18381, 1.87904], [2.72007, 2.83765, 2.24013], [0.27996, 4.96065, 1.97072], [1.30552, 4.55149, 3.31163], [-0.97165, 2.25224, 2.13671], [-0.51043, 1.70914, -1.83222], [-0.38734, 3.27526, -0.95632], [-2.79848, 1.59807, -1.53121], [-2.46749, 4.47106, -0.32222], [-3.94629, 3.75580, -1.18211], [-0.24259, -0.58678, 1.64751], [-2.05221, 0.62955, 1.72375], [1.72251, 2.19789, -0.37720], [0.51581, -0.05090, -1.49684], [2.05322, 0.64593, -1.87468], [3.26080, -1.04908, -0.69460], [2.07413, -1.72495, -1.76101], [1.99537, -1.86745, 1.24832], [0.53415, -2.11540, 0.21230], [-4.50763, -5.11653, -1.07972], [-3.35761, -4.53616, -1.93356], [-2.05660, -4.63888, -1.11871], [-3.57736, -3.24516, -2.27894], [-4.61718, -4.51282, -0.17303], [-5.44077, -5.07013, -1.64502], [-4.33512, -6.16253, -0.78722], [-3.23959, -5.24438, -2.79881], [-2.17720, -4.00132, -0.23535], [-1.23921, -4.23826, -1.72637], [-1.76024, -5.64443, -0.78351]], "forces_ev_per_a": [[0.24, -0.22, 0.09], [0.12, 0.13, 0.07], [-0.09, 0.21, -0.12], [-0.30, -0.28, 0.47], [0.39, 0.94, -1.06], [-0.45, -0.31, 0.11], [0.06, -0.12, 0.42], [0.98, -0.71, -0.28], [0.21, 0.20, 0.46], [-0.48, -0.30, 0.37], [0.26, 0.24, -0.99], [-0.63, -0.36, 1.71], [-0.32, -0.05, -0.04], [-0.24, -0.40, -0.59], [-0.23, -0.37, -0.12], [-0.19, -0.01, -0.26], [0.20, 0.06, -0.04], [-0.01, 0.01, -0.11], [0.02, -0.22, -0.13], [0.12, -0.05, 0.01], [-0.10, 0.10, -0.02], [-0.14, 0.03, -0.11], [0.05, 0.03, 0.02], [-0.03, -0.14, 0.09], [0.07, -0.03, 0.06], [0.17, -0.27, 0.41], [-0.46, -0.10, 0.28], [0.30, 0.11, -0.18], [-0.60, 0.71, -0.20], [0.22, 0.09, -0.05], [0.30, -0.07, -0.16], [0.08, -0.05, 0.14], [0.32, 0.34, -0.85], [0.03, 0.12, -0.17], [0.02, 0.15, 0.24], [0.10, 0.11, 0.16], [0.10, 0.00, -0.02], [-0.12, 0.00, 0.13], [-0.03, -0.02, -0.09], [-0.01, -0.11, 0.14], [-0.02, 0.06, -0.08], [-0.17, 0.15, 0.03], [-0.03, 0.03, 0.05], [0.02, -0.17, -0.07], [-0.04, 0.29, 0.30], [0.35, -0.13, 0.11], [0.08, 0.05, -0.09], [-0.03, 0.04, -0.02], [-0.01, 0.07, 0.02], [0.02, 0.03, -0.01], [-0.03, 0.13, -0.05], [0.08, -0.01, 0.01], [0.01, 0.06, 0.05], [-0.17, -0.03, -0.07]], "total_charge": 0, "homo_lumo_gap_ev": 2.53}


No. 2
{"formula": "C15H30CrO19S", "method": "the ωB97M-V functional and the def2-TZVPD basis", "symbols": ["Cr", "S", "O", "O", "O", "O", "C", "O", "C", "O", "O", "C", "H", "H", "H", "H", "H", "H", "C", "O", "C", "O", "O", "C", "H", "H", "H", "H", "H", "H", "C", "O", "C", "O", "O", "C", "H", "H", "H", "H", "H", "H", "C", "O", "C", "O", "O", "C", "H", "H", "H", "H", "H", "H", "C", "O", "C", "O", "O", "C", "H", "H", "H", "H", "H", "H"], "xyz": [[-20.59548, -6.79671, 3.21983], [-21.31132, -7.58624, 5.63084], [-21.18616, -8.39322, 4.41272], [-20.48424, -8.10002, 6.73900], [-20.98294, -6.28498, 5.17183], [-22.62373, -7.66125, 6.24402], [-16.06926, -5.74003, 2.87439], [-16.75698, -4.59368, 3.38339], [-18.01735, -4.73806, 3.83718], [-18.81875, -5.67700, 3.61807], [-18.38791, -3.51681, 4.31468], [-17.58682, -2.44735, 4.57063], [-16.80521, -6.53421, 2.74824], [-15.30936, -6.08544, 3.57520], [-15.58626, -5.46010, 1.93873], [-17.86062, -1.71825, 3.80717], [-16.51123, -2.60420, 4.49119], [-17.72919, -1.97955, 5.54481], [-21.68500, -2.71032, 4.25559], [-22.85916, -3.31100, 3.73301], [-22.82830, -4.34397, 2.93998], [-21.86406, -5.10037, 2.73129], [-24.06509, -4.57378, 2.43774], [-25.11123, -3.64292, 2.57673], [-20.81870, -2.89697, 3.62219], [-21.61673, -3.17547, 5.23916], [-21.93412, -1.66500, 4.43557], [-26.04508, -4.04509, 2.18536], [-24.78816, -2.74108, 2.05711], [-25.30849, -3.48415, 3.63696], [-19.57461, -10.60917, 1.49357], [-18.81404, -10.56906, 2.66399], [-18.45240, -9.38994, 3.29636], [-18.74105, -8.24209, 2.87663], [-17.76072, -9.70138, 4.43028], [-17.37812, -8.71585, 5.40049], [-19.88338, -11.61548, 1.21314], [-19.03011, -10.08303, 0.70969], [-20.49792, -10.07228, 1.71394], [-18.15837, -7.97652, 5.58427], [-16.53365, -8.16244, 4.98924], [-17.21064, -9.17680, 6.37288], [-21.53143, -8.88218, -0.95436], [-22.64391, -9.00619, -0.10034], [-22.71018, -8.55402, 1.13553], [-21.85113, -7.85964, 1.68173], [-23.88130, -8.84810, 1.71620], [-24.06619, -8.59532, 3.09895], [-21.58941, -9.63299, -1.74231], [-20.60072, -8.91474, -0.38930], [-21.63006, -7.99106, -1.57525], [-23.35918, -9.21635, 3.64758], [-25.11370, -8.74908, 3.35622], [-23.93975, -7.53334, 3.31053], [-20.53481, -3.74615, -0.22145], [-19.49210, -4.59452, -0.68122], [-19.21061, -5.74518, 0.02310], [-19.86083, -6.11369, 0.99236], [-18.14628, -6.35996, -0.58856], [-17.62751, -7.64456, -0.16305], [-21.38364, -4.35070, 0.09824], [-20.93143, -3.13620, -1.03300], [-20.20864, -3.03503, 0.53746], [-18.42980, -8.38134, -0.19062], [-17.34956, -7.61598, 0.89069], [-16.73655, -7.96500, -0.70132]], "forces_ev_per_a": [[-1.03, -0.83, 1.01], [-2.18, -5.16, 7.92], [0.56, -1.51, -2.90], [2.06, 0.55, -1.58], [1.70, 5.40, -2.24], [-1.90, 0.73, -1.67], [-0.34, -0.58, -0.04], [-0.24, -0.85, 0.60], [-1.53, 0.33, -1.70], [3.85, 3.79, 1.13], [-2.27, -3.85, 0.38], [1.87, 2.29, -0.45], [0.12, -0.09, -0.23], [-0.05, 0.25, 0.14], [-0.19, 0.02, 0.03], [0.23, 0.38, 0.09], [-0.11, -0.41, -0.15], [-0.58, -0.48, 0.14], [-0.08, -0.55, 1.18], [-0.60, 0.78, -0.83], [0.24, -1.85, 0.09], [-2.33, 2.33, -0.21], [1.69, -1.67, -0.54], [-0.12, 0.67, 0.76], [-0.07, 0.10, 0.19], [0.87, 0.01, -0.02], [0.19, 0.01, -0.46], [0.45, -0.25, -0.47], [-0.53, 0.24, 0.19], [0.14, 0.43, -0.03], [-0.99, 1.65, -0.09], [1.91, 0.62, 2.52], [-0.93, 0.84, -0.08], [1.22, -3.34, 0.85], [-1.32, -0.50, -1.97], [-0.57, 1.39, -0.49], [0.71, -0.13, 0.31], [-0.16, -0.32, -0.27], [-0.11, 0.19, -0.32], [-0.42, -0.24, -0.19], [0.37, -0.24, 0.32], [0.27, -0.41, -0.49], [0.33, 0.65, -0.52], [-1.46, -1.02, 0.06], [0.26, 1.82, 1.91], [-0.58, -1.20, -1.16], [0.56, -0.63, -2.39], [0.23, 0.84, 0.83], [-0.04, -0.65, 0.66], [-0.06, 0.11, -0.22], [0.21, 0.58, 0.57], [-0.28, 0.32, 0.36], [0.14, -0.69, -0.34], [0.61, -0.05, 0.07], [-1.01, -0.13, 0.16], [1.23, -1.33, 0.18], [-0.56, 0.02, 0.20], [1.65, 0.34, -1.81], [-0.68, 0.90, 0.12], [-0.99, 0.10, 1.54], [0.15, 0.04, 0.49], [0.57, -0.25, -0.44], [0.18, -0.39, 0.28], [0.15, -0.01, -0.42], [-0.04, 0.26, 0.03], [-0.40, 0.59, -0.60]], "de_lowest_kj_mol": 347.8, "total_charge": 0, "s2": 6.01, "homo_lumo_gap_ev": [6.70, 6.75], "multiplicity": 5}


Number 1: molecular weight 401.92 g/mol. Number 2: molecular weight 598.45 g/mol.